This record from the Open Molecules 2025 dataset describes the ion C2H3Cl3OP with charge +1 at a distorted geometry. The level of theory is ωB97M-V/def2-TZVPD.

Structure (XYZ):
```
10
Properties=species:S:1:pos:R:3:forces:R:3:lowdin_charge:R:1
C 0.168 -1.174 -0.067 -2.60 0.48 0.19 -0.307
C 0.771 0.296 -0.063 -1.25 -3.46 2.46 -0.316
O 0.806 -2.167 -0.005 1.00 -0.67 0.02 -0.009
P 2.527 0.047 0.021 -1.50 -0.19 0.50 -0.378
Cl 3.073 -1.043 1.530 0.26 0.32 0.30 0.538
Cl 2.979 -0.872 -1.586 0.82 -0.35 -1.17 0.567
Cl 3.164 1.836 0.081 1.31 1.34 0.15 0.537
H -0.985 -1.295 -0.144 1.43 0.81 0.07 0.168
H 0.433 0.584 -0.992 -0.25 1.53 -2.26 0.072
H 0.227 0.817 0.744 0.77 0.18 -0.26 0.129
```
Forces are in eV/Å.

Properties
Kohn-Sham gap   10.1460 eV
Charge   +1
HOMO level   -14.63 eV
LUMO   -4.48 eV

This record from the Open Molecules 2025 dataset describes a cluster of 2 separate species, C5H8OS2 in total at a distorted geometry. The level of theory is ωB97M-V/def2-TZVPD.

Structure (XYZ):
```
16
Properties=species:S:1:pos:R:3:forces:R:3:lowdin_charge:R:1
C 0.547 1.176 -0.816 -1.28 -2.50 2.22 -0.431
C 0.501 0.051 0.292 -1.46 3.82 0.37 -0.748
C -0.755 0.482 1.217 0.83 1.26 0.23 -0.373
C -1.048 -1.198 -0.991 1.21 -0.05 -0.12 -0.259
C 0.218 -1.298 -0.001 -1.95 0.05 -4.16 -0.604
H 0.142 3.442 -0.262 3.36 -2.79 0.35 0.342
H 0.883 0.819 -1.740 1.32 -0.48 -1.46 0.088
H -0.528 1.339 -1.004 0.55 0.93 0.25 0.051
H -0.897 1.551 1.453 0.53 -0.02 -0.94 0.057
H -0.747 0.163 2.260 -0.23 -1.37 -0.34 0.074
H -0.794 -0.747 -1.997 -0.30 -0.15 1.34 0.082
H -1.487 -2.177 -1.218 -0.38 0.43 0.53 0.058
H -0.055 -1.687 0.885 -1.37 -2.14 2.55 0.040
O 1.357 2.103 -0.190 -3.48 4.87 -0.73 -0.123
S -2.232 0.063 0.088 2.51 -1.95 -0.16 0.782
S 1.973 -0.988 0.221 0.15 0.10 0.08 0.964
```
Forces are in eV/Å.

Properties
Kohn-Sham gap   6.8274 eV
HOMO level   -8.91 eV
LUMO   -2.08 eV